[1]
C5H7NO in the gas phase in a non-equilibrium geometry, computed with ωB97M-V/def2-TZVPD.

Atoms and positions in Å:
C1 1.43931 -1.38470 0.21576
C2 1.01109 0.02618 -0.24037
C3 -0.63866 -0.13832 -0.71039
C4 -1.03385 0.81836 0.17819
C5 -1.45550 1.85711 0.84094
N1 -1.06240 -0.98802 -1.54057
O1 1.71150 0.69426 -1.03554
H1 -2.07163 -0.93308 -1.68556
H2 0.77487 0.56629 0.79885
H3 1.52876 -2.01167 -0.66997
H4 2.40364 -1.31009 0.71507
H5 0.69779 -1.80697 0.89482
H6 -2.44916 2.25728 0.64219
H7 -0.85576 2.35334 1.59659

Atomic partial charges in e from the Mulliken method, atoms 1 to 6: -1.08 0.59 0.57 0.14 -0.66 -0.64



[2]
C7H12N2O2 in the gas phase in a non-equilibrium geometry, computed with ωB97M-V/def2-TZVPD.

Atoms and positions in Å:
C1 -1.55644 -0.49387 -1.73678
C2 -0.69845 0.62285 -1.16313
C3 0.25540 0.29125 0.02244
C4 -0.31488 0.36977 1.43779
C5 -1.48922 -0.65397 1.74200
C6 2.36621 -0.74112 -0.01763
C7 1.38921 1.37417 0.08433
H1 -2.27356 -0.76809 -0.89930
H2 -0.96283 -1.37128 -2.02508
H3 -2.14650 -0.07743 -2.62320
H4 -0.05949 1.07658 -1.97367
H5 -1.37320 1.46683 -0.92061
H6 0.50053 0.27146 2.14875
H7 -0.73518 1.37863 1.54496
H8 -1.72984 -0.65845 2.80318
H9 -2.39072 -0.48759 1.11716
H10 -1.09353 -1.61292 1.45931
H11 0.68119 -1.69094 -0.62569
H12 3.48606 0.97321 0.01350
N1 1.04034 -0.87584 -0.24451
N2 2.56453 0.60639 0.12150
O1 3.22697 -1.58648 -0.18540
O2 1.31341 2.58682 -0.07989

Atomic partial charges in e from the Mulliken method, atoms 1 to 6: -1.02 -0.74 1.07 -0.70 -1.25 0.23



[3]
A 2-piece molecular cluster, C3H6FN3 overall in a non-equilibrium geometry, computed with ωB97M-V/def2-TZVPD.

Atoms and positions in Å:
C1 -0.70455 0.07776 0.05148
C2 1.88954 0.28258 -0.04588
C3 1.23897 -1.07240 0.49374
N1 1.04252 1.07374 -0.72002
N2 -0.14856 -0.92224 0.60474
N3 -1.70695 0.65217 -0.26994
F1 -4.11954 0.67245 -0.78872
H1 2.10729 0.79843 0.86269
H2 2.76889 0.03618 -0.51719
H3 1.37193 -2.03639 -0.26498
H4 1.64961 -1.26252 1.51346
H5 -1.85433 1.54863 -0.55892
H6 -3.53481 0.15161 -0.36045

Atomic partial charges in e from the Mulliken method, atoms 1 to 6: 0.54 -0.38 -0.42 -0.35 -0.42 -0.50



[4]
A 2-piece molecular cluster, C7H16NS overall in a non-equilibrium geometry, computed with ωB97M-V/def2-TZVPD.

Atoms and positions in Å:
C1 -0.08015 -0.12894 1.78824
C2 0.49233 0.00019 0.39660
C3 3.04861 0.06353 0.94970
C4 2.07193 -2.23378 0.30043
C5 -3.87651 0.70443 -0.67980
C6 -2.14414 1.70539 -2.00500
C7 1.86932 -0.66271 0.15015
N1 -2.67647 0.64441 -1.07970
S1 -0.84699 -1.14752 0.50057
H1 0.53490 -0.61458 2.63377
H2 -0.64394 0.85335 2.10351
H3 3.97024 -0.46510 0.86834
H4 2.72005 0.25179 2.05201
H5 3.13358 1.05910 0.47500
H6 2.84112 -2.62954 -0.40788
H7 1.05560 -2.67798 0.13795
H8 2.51492 -2.43414 1.30157
H9 -4.04834 -0.11308 0.07000
H10 0.41388 0.89419 -0.19408
H11 -4.45945 1.52083 -0.96821
H12 -2.82704 1.83330 -2.75561
H13 -1.97049 2.59099 -1.51165
H14 -1.25058 1.44342 -2.43613
H15 2.14574 -0.41527 -0.83591
H16 -1.98815 -0.04230 -0.85388

Charge ... +1

Atomic partial charges in e from the Mulliken method, atoms 1 to 6: -0.76 0.24 -1.30 -1.18 -0.11 -1.15



Number 1: E_tot -324.496300 a.u.. Number 2: E_tot -533.959766 a.u.. Number 3: E_tot -381.830586 a.u.. Number 4: E_tot -728.909492 a.u..